C3H4INO3S as an isolated structure. Source: OMol25; level of theory: the ωB97M-V functional and the def2-TZVPD basis.

**LUMO (alpha / beta)**: -0.919 / -1.359 eV
**Frontier orbital gap (alpha / beta)**: 7.868 / 7.621 eV
**Net charge**: 0

Last column: Löwdin charge in e.
Atoms and positions in Å:
I: -4.882 0.045 0.085  1.06
S: 0.288 -1.631 0.293  0.89
O: -0.559 0.743 -1.221  -0.07
O: -2.196 0.006 1.018  -0.07
O: -3.329 -0.717 -0.867  -0.59
N: 0.059 1.059 -0.135  -0.18
C: -2.219 -0.562 -0.070  -0.75
C: 1.130 0.184 0.167  -0.30
C: -1.136 -1.394 -0.605  -0.38
H: -0.571 1.046 0.664  0.11
H: -1.314 -2.074 -1.438  0.08
H: 1.572 0.510 1.109  0.09
H: 1.923 0.167 -0.655  0.11

---

C3H4INOS as an isolated structure. Source: OMol25; level of theory: the ωB97M-V functional and the def2-TZVPD basis.

**LUMO**: -1.085 eV
**Frontier orbital gap**: 7.409 eV
**Net charge**: 0

Last column: Löwdin charge in e.
Atoms and positions in Å:
I: 1.701 1.165 2.413  0.29
S: 0.113 -0.625 1.659  0.48
O: 1.358 -0.391 -1.510  -0.06
N: -1.273 -0.212 1.212  -0.48
C: 1.097 -1.199 -0.375  -0.21
C: -2.001 1.616 -0.369  0.12
C: -1.657 0.685 0.329  -0.34
H: -2.030 2.355 -1.013  -0.03
H: 1.982 -1.754 -0.041  0.08
H: 0.124 -1.755 -0.577  0.08
H: 0.586 0.117 -1.728  0.07